1.
A single C15H12BCl2N3O4 molecule, computed with ωB97M-V/def2-TZVPD.

Structure (ORCA input):
```
! RIJCOSX wB97M-V def2-TZVPD def2/J DEFGRID3
* xyz 0 1
O 4.176 1.195 -1.069
O 3.688 2.641 0.519
Cl -1.380 4.026 -1.106
Cl 1.630 4.433 -0.155
N 2.204 -0.495 -1.074
O 1.161 0.375 2.654
O -0.599 2.054 2.793
B -0.195 0.743 2.657
C 1.422 -1.477 -1.432
C -3.231 -1.435 1.652
C -2.347 -0.719 2.509
C -0.721 1.433 -1.638
C -2.780 -1.741 0.414
C -0.694 -0.513 0.730
C -0.261 2.667 -1.161
C 1.047 2.912 -0.701
C 1.536 0.638 -1.289
C -1.137 -0.247 1.991
C 0.273 0.412 -1.765
C 1.950 1.881 -0.797
C -1.544 -1.354 -0.085
N 0.184 -1.019 -1.853
N 3.348 1.899 -0.424
C 1.764 -2.909 -1.344
C -1.116 -1.682 -1.567
H 1.746 1.020 2.987
H -1.280 2.502 2.317
H -4.129 -1.799 2.155
H -2.543 -0.343 3.500
H -1.813 1.315 -1.768
H -3.406 -2.424 -0.130
H 0.337 -0.217 0.406
H 2.821 -3.097 -1.508
H 1.615 -3.255 -0.300
H 1.165 -3.531 -1.993
H -1.146 -2.776 -1.828
H -1.745 -1.112 -2.296
*
```

HOMO level: -9.04 eV
SMILES string: Cc1nc2c([N+](=O)[O-])c(Cl)c(Cl)cc2n1Cc1cccc(B(O)O)c1
LUMO: -0.769 eV
Kohn-Sham gap: 8.27 eV
energy: -1989.24327 Ha
relative energy (zero: lowest compared OMol25 entry of this formula, charge and spin): 36.7 kcal/mol



2.
A molecular structure, C28H40KN5O3PS2, computed with ωB97M-V/def2-TZVPD.

Structure (ORCA input):
```
! RIJCOSX wB97M-V def2-TZVPD def2/J DEFGRID3
* xyz 1 1
K 0.105 -0.064 0.744
C 3.467 -0.004 0.220
C 3.980 0.378 1.604
C 3.121 0.152 2.832
C 3.629 0.529 4.075
C 2.870 0.327 5.207
C 1.611 -0.244 5.080
C 1.175 -0.583 3.815
N 1.915 -0.394 2.710
N 2.307 0.731 -0.309
C 2.413 2.191 -0.189
C 2.001 2.743 1.174
C 2.806 3.655 1.841
C 2.397 4.146 3.070
C 1.192 3.713 3.595
C 0.442 2.818 2.851
N 0.825 2.338 1.668
C 2.110 0.317 -1.711
C 0.902 0.928 -2.402
C 1.046 1.410 -3.693
C -0.066 1.917 -4.351
C -1.276 1.937 -3.688
C -1.324 1.443 -2.393
N -0.270 0.944 -1.751
H 4.314 0.144 -0.468
H 3.221 -1.070 0.209
H 4.901 -0.198 1.740
H 4.314 1.419 1.606
H 4.615 0.974 4.138
H 3.256 0.610 6.178
H 0.980 -0.425 5.939
H 0.204 -1.047 3.670
H 3.428 2.542 -0.426
H 1.746 2.639 -0.927
H 3.744 3.967 1.400
H 3.011 4.854 3.610
H 0.829 4.062 4.552
H -0.517 2.473 3.224
H 2.997 0.561 -2.314
H 2.006 -0.772 -1.732
H 2.015 1.383 -4.172
H 0.018 2.291 -5.362
H -2.175 2.315 -4.154
H -2.262 1.436 -1.852
S -2.969 -1.649 -2.567
C -1.735 -2.729 -2.744
N -1.628 -3.920 -2.141
C -0.369 -4.630 -2.274
C 0.214 -4.161 -3.604
S -0.341 -2.447 -3.766
H -2.277 -4.115 -1.390
H -0.539 -5.707 -2.279
H 0.301 -4.388 -1.441
H -0.169 -4.757 -4.431
H 1.301 -4.205 -3.608
C -3.148 -6.060 1.105
C -3.149 -4.643 1.615
O -2.600 -3.796 0.569
P -1.930 -2.367 0.842
O -2.970 -1.745 1.930
C -3.073 -0.326 2.171
C -3.536 0.441 0.956
O -0.739 -2.744 1.932
C 0.326 -3.579 1.434
C 1.226 -3.960 2.581
H -3.618 -6.725 1.830
H -2.133 -6.418 0.931
H -3.711 -6.136 0.174
H -2.541 -4.523 2.514
H -4.153 -4.282 1.835
H -2.125 0.071 2.562
H -3.784 -0.254 2.992
H -2.833 0.378 0.122
H -3.664 1.495 1.209
H -4.489 0.053 0.595
H 0.883 -3.037 0.656
H -0.110 -4.461 0.956
H 1.726 -3.087 2.994
H 1.994 -4.660 2.247
H 0.651 -4.442 3.371
*
```

HOMO level: -10.25 eV
LUMO: -1.879 eV
Kohn-Sham gap: 8.37 eV
energy: -3328.06288 Ha
relative energy (zero: lowest compared OMol25 entry of this formula, charge and spin): 4.4 kcal/mol



3.
2 unconnected molecules or ions with the total composition C4F3O2, computed with ωB97M-V/def2-TZVPD.

Structure (ORCA input):
```
! RIJCOSX wB97M-V def2-TZVPD def2/J DEFGRID3
* xyz -1 3
C -0.125 -0.666 0.204
C -1.187 -0.528 0.840
C -1.147 0.200 -1.795
C 1.182 -0.099 0.248
O -2.277 -0.599 1.378
O -1.699 1.221 -1.722
F 1.332 1.118 1.042
F 2.229 -0.948 0.792
F 1.692 0.301 -0.988
*
```

expectation value of S²: 2.008
HOMO level (spin up / spin down): 0.09 / -5.53 eV
LUMO (spin up / spin down): 4.065 / 1.951 eV
Kohn-Sham gap (spin up / spin down): 3.97 / 7.48 eV
energy: -602.35963 Ha
relative energy (zero: lowest compared OMol25 entry of this formula, charge and spin): 20.2 kcal/mol



4.
A single C4H6N2 molecule, computed with ωB97M-V/def2-TZVPD.

Structure (ORCA input):
```
! RIJCOSX wB97M-V def2-TZVPD def2/J DEFGRID3
* xyz 0 1
C -1.793 -0.284 -0.410
C -0.464 -0.204 -0.228
C 0.713 -0.994 -0.351
C 1.756 -0.264 0.203
N 1.496 0.946 0.687
N 0.058 1.051 0.422
H -2.424 0.593 -0.302
H -2.271 -1.221 -0.661
H -0.438 1.151 1.305
H 0.776 -1.958 -0.833
H 2.791 -0.590 0.269
H -0.105 1.898 -0.127
*
```

HOMO level: -6.86 eV
LUMO: 0.726 eV
Kohn-Sham gap: 7.59 eV
energy: -265.42097 Ha
relative energy (zero: lowest compared OMol25 entry of this formula, charge and spin): 71.9 kcal/mol



5.
A molecular structure, C33H22ClF3IrN3O3, computed with ωB97M-V/def2-TZVPD.

Structure (ORCA input):
```
! RIJCOSX wB97M-V def2-TZVPD def2/J DEFGRID3
* xyz -1 2
Ir 0.935 0.259 0.335
Cl 5.616 -0.031 5.946
C 4.271 0.071 4.829
C 2.966 0.250 5.328
C 1.912 0.334 4.471
C 2.060 0.249 3.045
O 0.985 0.351 2.361
C 3.395 0.062 2.567
C 3.783 -0.046 1.187
N 2.985 -0.010 0.177
C 3.422 -0.104 -1.167
C 4.708 -0.290 -1.599
C 5.003 -0.349 -2.981
C 4.016 -0.213 -3.913
C 2.675 -0.018 -3.500
C 1.598 0.148 -4.409
C 0.340 0.355 -3.938
C 0.123 0.391 -2.538
N 1.098 0.208 -1.681
C 2.382 0.024 -2.134
C 4.469 -0.019 3.487
H 2.813 0.320 6.397
H 0.903 0.471 4.835
H 4.854 -0.159 1.021
H 5.520 -0.396 -0.892
H 6.029 -0.498 -3.290
H 4.239 -0.249 -4.972
H 1.800 0.116 -5.473
H -0.502 0.500 -4.598
H -0.848 0.598 -2.113
H 5.473 -0.156 3.104
F -8.523 0.290 1.274
C -7.948 0.948 0.241
F -8.436 0.365 -0.881
F -8.437 2.203 0.262
C -6.456 0.903 0.300
C -5.696 2.062 0.234
C -4.314 1.988 0.274
C -3.660 0.756 0.380
C -4.446 -0.405 0.447
C -5.824 -0.333 0.405
C -2.237 0.669 0.411
C -1.029 0.541 0.387
H -6.184 3.024 0.153
H -3.717 2.889 0.221
H -3.948 -1.362 0.534
H -6.415 -1.238 0.458
C 1.368 4.636 0.179
C 0.994 3.247 -0.321
O 0.283 3.118 -1.316
O 1.474 2.308 0.419
H 0.973 5.400 -0.487
H 2.453 4.724 0.248
H 0.970 4.777 1.184
N 0.863 -1.703 0.516
C -0.012 -2.595 0.046
C -1.111 -2.343 -0.830
C -1.925 -3.363 -1.278
C -1.714 -4.681 -0.875
C -0.654 -4.962 -0.013
C 0.178 -3.957 0.427
H -1.312 -1.325 -1.119
H -2.749 -3.131 -1.944
H -2.365 -5.474 -1.223
H -0.477 -5.982 0.308
H 1.011 -4.165 1.088
*
```

expectation value of S²: 0.794
HOMO level (spin up / spin down): -4.06 / -4.54 eV
LUMO (spin up / spin down): 1.547 / 1.548 eV
Kohn-Sham gap (spin up / spin down): 5.61 / 6.09 eV
energy: -2524.95526 Ha
relative energy (zero: lowest compared OMol25 entry of this formula, charge and spin): 0.0 kcal/mol